P) Computed, not measured: the molecule C3H5NO4, with wB97M-V/def2-TZVPD.

Geometry (Å):
O: 2.32049 -0.48105 -0.41944
C: 1.35170 0.05846 0.05912
O: 0.96637 -0.14731 1.32371
C: 0.47395 0.90991 -0.76793
O: -0.68064 1.33947 -0.08562
C: -1.67041 0.53750 0.33728
N: -1.89971 -0.68109 0.17060
O: -0.95764 -1.28771 -0.62480
H: 1.52779 -0.80220 1.72426
H: 0.97170 1.86941 -0.97449
H: 0.24517 0.40259 -1.68952
H: -2.36688 1.09122 0.95207
H: -1.19992 -2.21580 -0.52814

Properties
Orbital gap in eV: 10.143
LUMO energy in eV: 0.61
Charge: 0

natural (NBO) population analysis, charges in e, atoms 1 to 5: -0.5915 0.7674 -0.6740 -0.1772 -0.4957

***

Q) Computed, not measured: the molecule C3H5NO4, with wB97M-V/def2-TZVPD.

Geometry (Å):
C: -1.84796 0.32374 0.05834
C: -0.61685 0.25825 0.54606
N: 0.07963 -0.99155 0.39773
O: 0.02928 -1.57074 -0.85985
O: 1.59782 -0.72007 0.67643
C: 2.30622 0.06658 -0.06716
O: 1.98293 0.82566 -0.93240
O: 3.55028 0.09263 0.43603
H: -2.50999 1.24720 0.20970
H: -2.25444 -0.45132 -0.45441
H: 0.05730 1.03098 0.96095
H: 0.29768 -2.48197 -0.75582
H: 4.07488 0.71478 -0.03440

Properties
Orbital gap in eV: 10.181
LUMO energy in eV: 0.63
Charge: 0

natural (NBO) population analysis, charges in e, atoms 1 to 5: -0.4012 -0.0706 0.1368 -0.5257 -0.4245

***

R) Computed, not measured: the molecule C3H5NO4, with wB97M-V/def2-TZVPD.

Geometry (Å):
C: -0.40890 -0.03540 1.87731
O: -0.88223 0.47692 0.56429
N: -0.94843 -0.44736 -0.45538
C: 0.17362 -0.64311 -1.34502
O: 0.20455 -1.60355 -2.14282
C: 1.20411 0.46224 -1.38856
O: 2.29273 0.22375 -1.86964
O: 0.85622 1.74509 -0.96226
H: -0.35275 0.91438 2.52948
H: -1.14353 -0.84711 2.35109
H: 0.59249 -0.64957 1.64057
H: -1.62018 -1.15746 -0.29776
H: 0.03231 1.56119 -0.50130

Properties
Orbital gap in eV: 10.295
LUMO energy in eV: -0.21
Charge: 0

natural (NBO) population analysis, charges in e, atoms 1 to 5: -0.2875 -0.4141 -0.3375 0.5224 -0.5092

***

Of them, Q) has the lowest stability.

***

P) Computed, not measured: the molecule C3H5NO4, with wB97M-V/def2-TZVPD.

Geometry (Å):
N: -1.83561 -0.57693 -0.64031
C: -1.29031 0.28805 0.16958
O: -1.78762 1.32644 0.58738
C: 0.12643 -0.03386 0.61784
O: 0.73759 0.97026 1.30477
C: 1.04856 -0.57907 -0.44476
O: 0.77663 -1.59178 -0.99843
O: 2.19184 0.04695 -0.64803
H: -1.32364 -1.25842 -1.17700
H: -2.77608 -0.30486 -0.87687
H: -0.07117 -0.93807 1.17333
H: 0.10765 1.75193 1.31070
H: 2.25685 0.72224 0.03051

Properties
Orbital gap in eV: 11.279
LUMO energy in eV: 0.60
Charge: 0

natural (NBO) population analysis, charges in e, atoms 1 to 5: -0.7982 0.6581 -0.6343 -0.1186 -0.7164

***

Q) Computed, not measured: a cluster of 2 separate species, C3H5NO4 in total, with wB97M-V/def2-TZVPD.

Geometry (Å):
C: 0.17157 -1.65317 1.16580
O: 0.77461 -0.45675 0.57917
C: 0.67247 -0.20318 -0.69566
N: 1.62297 0.40869 -1.27990
O: 1.69370 0.34377 -2.62537
H: 0.69759 -2.18226 2.00513
H: -0.12735 -2.44469 0.43108
H: -0.71089 -1.30273 1.58741
H: -0.05508 -0.66915 -1.30561
H: 2.39319 0.92709 -2.86582
O: -2.42003 2.08369 -0.08247
C: -2.34800 2.38201 1.01551
O: -2.36473 2.76668 2.07072

Properties
Orbital gap in eV: 9.329
LUMO energy in eV: 0.51
Charge: 0

natural (NBO) population analysis, charges in e, atoms 1 to 5: -0.2517 -0.5020 0.3153 -0.1985 -0.5504

***

Of them, Q) has the lowest stability.

***

P) Computed, not measured: a cluster of 2 separate species, C3H5NO4 in total, with wB97M-V/def2-TZVPD.

Geometry (Å):
C: 0.61186 1.84453 0.26533
C: -1.82466 -0.89911 -0.50475
C: 0.38289 -0.21131 0.28302
N: 1.80071 -0.52548 0.11885
O: -0.37130 2.52400 0.24421
O: 2.55880 0.00303 0.90859
O: 2.23585 -1.19188 -0.77880
O: -0.42274 -0.74481 -0.67390
H: 1.65071 1.99785 0.37376
H: -2.28883 -0.34762 -1.40877
H: -2.33581 -0.36948 0.30713
H: -2.08533 -2.01441 -0.47557
H: 0.08785 -0.06530 1.34089

Properties
Orbital gap in eV: 9.166
LUMO energy in eV: 0.07
Charge: 0

natural (NBO) population analysis, charges in e, atoms 1 to 5: 0.4627 -0.2651 0.1086 0.4825 -0.4671

***

Q) Computed, not measured: the molecule C3H5NO4, with wB97M-V/def2-TZVPD.

Geometry (Å):
C: -0.81876 -0.04495 0.19596
C: 0.60648 -0.36370 -0.24863
O: 1.48453 -0.17684 0.82133
C: 2.77139 0.05413 0.58477
O: 3.41527 -0.00534 -0.40199
N: 3.40039 0.17124 1.90033
O: 4.28393 1.20866 2.09012
O: 3.02588 1.27121 2.73252
H: -1.18402 -0.77803 0.81530
H: -0.75844 0.81637 1.00223
H: -1.41106 0.28252 -0.56013
H: 0.88319 0.33410 -1.11244
H: 0.63831 -1.43587 -0.48431

Properties
Orbital gap in eV: 11.608
LUMO energy in eV: 0.81
Charge: 0

natural (NBO) population analysis, charges in e, atoms 1 to 5: -0.6157 -0.0766 -0.4920 0.8504 -0.5370

***

Of them, Q) has the lowest stability.

***

P) Computed, not measured: the molecule C5H7ClS2, with wB97M-V/def2-TZVPD.

Geometry (Å):
C: 1.45671 0.65695 0.76969
C: 0.47341 -0.50265 0.59371
Cl: 0.51929 -1.59337 2.07607
C: 0.57064 -1.08707 -0.98897
S: 1.57121 -2.05584 -1.69338
C: -0.68161 -0.30426 -1.36977
C: -1.00470 -0.09051 0.11507
S: -1.48487 1.49217 0.70404
H: 1.56554 1.16923 -0.22333
H: 0.99718 1.53054 1.36259
H: 2.57284 0.49581 1.41779
H: -0.44580 0.55404 -1.93563
H: -1.57993 -0.97246 -1.64766
H: -1.63545 -1.02186 0.42682
H: -2.89447 1.72930 0.39295

Properties
Orbital gap in eV: 8.348
LUMO energy in eV: -0.50
Charge: 0

natural (NBO) population analysis, charges in e, atoms 1 to 5: -0.6779 -0.0433 -0.0462 -0.1092 0.1878

***

Q) Computed, not measured: the molecule C5H7ClS2, with wB97M-V/def2-TZVPD.

Geometry (Å):
C: -0.39528 1.00429 1.40382
C: 0.02895 1.00855 -0.07192
C: -0.68749 0.20233 -1.14932
C: -1.43138 -0.91422 -1.03341
Cl: -1.88499 -1.86262 0.40365
S: 1.81290 0.66712 -0.23378
C: 1.98851 -1.05661 -0.13215
S: 3.42676 -1.71543 0.16116
H: -1.42202 1.39034 1.53580
H: -0.27507 -0.00953 1.82186
H: 0.28998 1.65987 1.98288
H: -0.02017 2.06496 -0.39236
H: -0.51853 0.56165 -2.17518
H: -1.92144 -1.36266 -1.89036
H: 1.00927 -1.63807 -0.23071

Properties
Orbital gap in eV: 8.477
LUMO energy in eV: -0.15
Charge: 0

natural (NBO) population analysis, charges in e, atoms 1 to 5: -0.6217 -0.3833 -0.2259 -0.2014 -0.0309

***

R) Computed, not measured: the molecule C5H7ClS2, with wB97M-V/def2-TZVPD.

Geometry (Å):
C: -2.74962 0.41477 0.66631
C: -1.79773 0.34669 -0.26846
C: -0.36005 -0.08605 -0.21081
Cl: -0.18882 -1.53211 -1.27721
C: 0.66680 1.12130 -0.47687
S: 0.13088 2.57007 -0.95362
S: 2.41737 0.84952 -0.19901
C: 2.57050 -0.87076 0.26033
H: -2.62006 0.11593 1.65754
H: -3.76440 0.67316 0.36635
H: -2.06952 0.69686 -1.29492
H: -0.08717 -0.47348 0.78979
H: 2.06461 -1.23236 1.17105
H: 3.64718 -1.11257 0.32517
H: 2.14004 -1.48098 -0.55564

Properties
Orbital gap in eV: 8.407
LUMO energy in eV: -0.47
Charge: 0

natural (NBO) population analysis, charges in e, atoms 1 to 5: -0.3594 -0.1973 -0.2981 -0.0377 -0.3094

***

Of them, P) has the lowest stability.